# 1
C11H15N | the ωB97M-V functional and the def2-TZVPD basis

Structure (XYZ):
```
27
Properties=species:S:1:pos:R:3:forces:R:3:lowdin_charge:R:1
H 2.50400 -0.42441 2.32046 0.762 0.826 -0.583 0.09
H 1.85625 3.54720 0.37079 -0.325 0.264 -0.347 0.07
H 0.92146 3.66707 -2.03509 -0.104 -0.129 -0.353 0.06
H 1.09255 0.22003 2.74960 -0.412 0.111 -0.375 0.08
H 1.95199 1.27560 1.73813 0.565 -0.192 -0.522 0.06
H 1.88302 2.22894 -2.51040 -0.399 -0.232 0.310 0.06
C 1.73922 0.21948 1.85505 -0.057 -1.538 3.008 -0.06
C 1.51844 -0.69248 -0.50541 0.195 -0.989 0.730 -0.07
C 1.82426 3.08973 -1.84235 0.309 0.792 0.151 -0.16
H 2.69336 2.10559 -0.09626 0.004 0.061 -0.162 0.06
C -1.99674 -1.22431 -1.02068 -0.620 -0.243 -0.648 -0.04
C -3.01190 -1.12351 -0.09607 0.113 0.202 0.199 -0.10
H -4.01791 -1.24956 -0.48049 -0.068 0.019 0.400 0.10
H -3.45579 -0.93537 2.03524 -0.220 -0.020 0.017 0.09
C 1.07221 -0.51883 0.78259 -1.338 1.455 -2.365 -0.24
C -2.70384 -0.90346 1.26558 1.097 -0.780 -0.494 -0.09
H 2.55989 -0.88884 -0.69024 0.167 0.506 -0.859 0.12
C -0.69163 -1.01475 -0.63337 0.688 0.947 -0.644 -0.23
N 0.48091 -1.03010 -1.37214 0.068 -0.074 0.626 0.09
C -1.35537 -0.83113 1.63916 -1.195 1.449 0.032 -0.02
C -0.36313 -0.62181 0.65950 -0.349 -1.961 1.618 -0.15
H -1.15588 -0.79631 2.70513 0.308 0.172 -0.099 0.10
H 0.50531 -1.05930 -2.37858 0.259 -0.107 0.212 0.15
C 1.82988 2.73017 -0.34920 0.569 -0.933 -0.643 -0.18
H 2.65721 3.70850 -2.19121 0.051 0.129 0.446 0.06
H -2.23847 -1.49372 -2.04086 0.040 0.048 -0.088 0.11
H 0.96675 2.08023 -0.20478 -0.107 0.218 0.434 0.05
```
Forces are in eV/Å.

- Gap between HOMO and LUMO: 8.749 eV
- Highest occupied orbital energy: -7.8 eV
- SMILES string: Cc1c[nH]c2ccccc12.CC
- ΔE to the lowest compared entry with this formula, charge and spin: 111.90 kJ/mol

***

# 2
C3H4ClNS | the ωB97M-V functional and the def2-TZVPD basis

Structure (XYZ):
```
10
Properties=species:S:1:pos:R:3:forces:R:3:lowdin_charge:R:1
H 2.14248 0.29307 1.25345 0.906 0.666 -0.044 0.07
H -0.97918 -1.46681 -0.53037 -0.087 -0.629 -1.703 0.05
C 0.35006 -0.56065 0.73966 0.743 2.175 -1.214 -0.25
Cl -2.38670 -0.14533 0.57245 0.400 0.648 -0.213 0.50
C 1.33752 0.32374 0.55987 -1.505 -0.173 -0.654 -0.40
C -0.75669 -0.48151 -0.22262 0.726 1.587 -0.754 -0.60
H -1.03640 1.12207 -1.75758 0.525 0.499 0.462 0.05
H 0.43956 -1.15322 1.59412 -0.574 -1.284 0.925 0.09
S 1.08908 1.43535 -0.77029 1.546 1.099 0.882 0.85
N -0.19973 0.63329 -1.43869 -2.679 -4.590 2.314 -0.36
```
Forces are in eV/Å.

- Gap between HOMO and LUMO: 8.635 eV
- Highest occupied orbital energy: -7.9 eV
- SMILES string: Cl[C@@H]1C=CSN1
- ΔE to the lowest compared entry with this formula, charge and spin: 169.74 kJ/mol

***

# 3
NO5S | the ωB97M-V functional and the def2-TZVPD basis

Structure (XYZ):
```
7
Properties=species:S:1:pos:R:3:forces:R:3:lowdin_charge:R:1
O -1.76142 -0.28959 1.06466 -0.765 -0.682 2.333 0.00
O 1.32336 0.87321 1.11141 -0.763 1.034 0.234 -0.35
O 1.26986 -1.35533 0.20283 -0.990 1.988 -0.879 -0.39
O 1.35155 0.61914 -1.36986 -1.550 -0.880 2.542 -0.38
S 0.96807 0.08282 -0.02825 1.585 -2.648 -1.770 0.57
N -1.26894 -0.07398 0.01810 2.596 1.230 -1.734 -0.43
O -1.88247 0.14373 -0.99889 -0.113 -0.042 -0.727 -0.03
```
Forces are in eV/Å.

- Gap between HOMO and LUMO: 9.230 eV
- Charge: -1
- Highest occupied orbital energy: -5.5 eV
- ΔE to the lowest compared entry with this formula, charge and spin: 53.99 kJ/mol

***

It is found that the electronic energy values, taken in the order of the records, are -482.8726, -1029.7654, -829.1251 a.u..